16
Properties=species:S:1:pos:R:3:mulliken_charge:R:1 method="wB97M-V/def2-TZVPD" homo_ev=-7.7 total_charge=0 smiles="C=C1C=C1O.CC=O" lumo_energy_ev=0.64 fmax_ev_per_a=1.6 orbital_gap_ha=0.30629 energy_ev=-10443.09166
C 0.57539 2.49118 -1.49970 -0.663
C -0.00444 1.96782 -0.27625 0.399
C 1.07518 1.35785 -1.01113 0.346
C -0.86683 -2.22057 0.06437 -0.837
C -0.84533 2.00449 0.73252 -0.846
C 0.23997 -2.13981 1.05804 0.146
O 1.92710 0.36547 -1.11379 -0.526
O 1.25194 -1.50624 0.89793 -0.581
H 0.58676 3.26098 -2.23182 0.328
H -1.56681 -3.01298 0.30222 0.316
H -0.45845 -2.35894 -0.93485 0.261
H -1.39049 -1.26200 0.06505 0.243
H -0.84922 1.23595 1.48854 0.265
H -1.57154 2.79168 0.84118 0.251
H 0.08374 -2.69903 1.99701 0.366
H 1.81303 -0.27584 -0.37932 0.532

16
Properties=species:S:1:pos:R:3:mulliken_charge:R:1 method="wB97M-V/def2-TZVPD" homo_ev=-8.7 total_charge=0 smiles="O[C@@]12C=CO[C@H]1CC2" lumo_energy_ev=0.81 fmax_ev_per_a=7.1 orbital_gap_ha=0.34937 energy_ev=-10440.68272
C 0.00250 -0.54114 0.00899 1.154
C 1.42316 -0.38700 -0.47019 -0.548
C 1.28483 1.08741 0.14819 -0.717
C -0.21807 0.85175 -0.06792 -0.144
C -2.15628 0.13332 -0.04123 -0.260
C -1.31098 -0.92461 -0.49452 -1.361
H 0.02430 -1.66066 1.68802 0.326
H 1.42293 -0.36019 -1.68831 0.225
H 2.29100 -0.99658 -0.21770 0.336
H 1.69167 1.04215 1.14317 0.320
H 2.19720 1.92314 -0.11704 0.235
H -0.40738 0.99665 -1.09469 0.417
H -3.23562 -0.00082 0.25625 0.349
H -1.64778 -1.73220 -0.89382 0.598
O 0.17499 -0.68181 1.39410 -0.518
O -1.53647 1.25061 0.44670 -0.413

16
Properties=species:S:1:pos:R:3:mulliken_charge:R:1 method="wB97M-V/def2-TZVPD" homo_ev=-8.4 total_charge=0 lumo_energy_ev=0.96 fmax_ev_per_a=4.0 orbital_gap_ha=0.34566 energy_ev=-10441.37385
C 2.09033 0.96332 -1.18404 -0.602
C 0.22230 0.50581 0.05100 0.545
C -0.16399 -0.61436 -0.64273 -0.707
C -1.06179 -1.27509 0.39651 -0.268
C -1.92573 -0.13229 0.72419 -0.406
C -0.53937 0.33168 1.31910 -0.070
H 2.32486 -0.15189 -0.67596 0.294
H 1.47578 0.90397 -2.10035 0.227
H 3.05917 1.51894 -1.29502 0.221
H 0.06325 -1.02163 -1.72774 0.220
H -1.39512 -2.19316 0.09954 0.608
H -2.29707 0.33103 -0.37537 0.220
H -2.55105 -0.27357 1.58724 0.316
H -0.22811 0.92063 2.28739 0.347
O 1.25041 1.36040 -0.07656 -0.454
O -0.32387 -1.17380 1.61281 -0.492

16
Properties=species:S:1:pos:R:3:mulliken_charge:R:1 method="wB97M-V/def2-TZVPD" homo_ev=-10.5 total_charge=0 smiles="C=C1C(=O)OC1(C)C" lumo_energy_ev=0.58 fmax_ev_per_a=4.4 orbital_gap_ha=0.40559 energy_ev=-10444.94963
C 0.71401 -0.80703 -0.01920 0.057
C 2.00127 0.12373 -0.03435 0.390
C 0.44391 -2.09444 0.03671 -0.902
C -0.05193 0.49227 0.00449 1.140
C -0.85452 0.82003 1.29182 -1.065
C -0.94996 0.71401 -1.24918 -1.193
O 3.14504 0.00336 0.10063 -0.471
O 1.16133 1.25742 -0.03682 -0.440
H -0.52507 -2.42379 -0.02759 0.344
H 1.29787 -2.85662 -0.04854 0.240
H -1.26114 1.82716 0.91934 0.326
H -0.08986 0.70864 2.09907 0.324
H -1.61955 -0.00142 1.37962 0.271
H -1.30481 1.79277 -1.29856 0.320
H -1.80063 0.02754 -1.03396 0.310
H -0.30597 0.41637 -2.08348 0.350